Record 1
Formula: C2H13N2O3
Source: OMol25
Level of theory: ωB97M-V/def2-TZVPD

```
! wB97M-V def2-TZVPD RIJCOSX def2/J DEFGRID3
* xyz 0 2
C -0.458 1.019 -1.630
C -0.085 2.060 -0.764
N 0.246 1.836 0.575
N -0.799 1.023 -2.914
H -0.223 -0.027 -1.225
H 0.040 2.986 -1.176
H -0.564 1.624 1.272
H 0.766 0.957 0.821
H 0.794 2.524 1.092
H -0.749 1.819 -3.558
H -1.059 0.165 -3.347
H -0.629 -0.004 3.058
H -1.217 1.290 3.397
O -0.634 0.975 2.808
H 3.249 0.135 -0.601
H 2.098 -0.819 -0.612
O 2.306 0.120 -0.780
H -1.710 -5.812 0.667
H -0.528 -6.270 1.779
O -0.843 -5.600 1.139
*
```

Summary:
- E_HOMO (alpha / beta): -2.7 / -8.4 eV
- Energy above the lowest of the compared OMol25 structures with the same formula, charge and spin: 254.66 kJ/mol
- Electronic energy: -419.03694 Eh

***

Record 2
Formula: C27H21BF6O2
Source: OMol25
Level of theory: ωB97M-V/def2-TZVPD

```
! wB97M-V def2-TZVPD RIJCOSX def2/J DEFGRID3
* xyz 0 1
C -1.860 5.293 5.055
O -2.758 4.549 4.208
C -2.288 3.345 3.795
C -2.979 2.797 2.688
C -2.450 1.675 2.112
C -1.343 1.043 2.682
C -0.731 -0.015 1.789
O 0.184 -0.890 2.465
C -0.451 -2.116 2.991
C -0.629 1.603 3.751
C -1.117 2.752 4.349
H -2.270 6.303 5.056
H -1.854 4.852 6.061
H -0.827 5.263 4.673
H -3.877 3.278 2.311
H -2.792 1.298 1.141
H -1.474 -0.586 1.208
H 0.115 -2.423 3.878
H -1.504 -1.954 3.296
H -0.462 -2.918 2.219
H 0.338 1.209 4.057
H -0.626 3.213 5.222
F -0.449 1.146 -3.572
C 0.728 1.411 -2.913
C 1.413 2.562 -3.266
C 2.534 2.945 -2.523
C 2.898 2.206 -1.391
C 2.178 1.066 -1.086
F 2.441 0.417 0.096
C 1.162 0.527 -1.907
B 0.713 -0.950 -1.876
C -0.629 -1.397 -2.480
C -1.983 -1.388 -2.124
F -2.343 -0.750 -0.959
C -2.965 -1.988 -2.907
C -2.609 -2.574 -4.121
C -1.275 -2.574 -4.525
C -0.346 -1.977 -3.713
F 0.954 -1.927 -4.155
C 1.692 -2.049 -1.402
C 1.309 -3.178 -0.663
F 0.044 -3.199 -0.121
C 2.141 -4.257 -0.420
C 3.432 -4.237 -0.945
C 3.880 -3.118 -1.642
C 3.023 -2.055 -1.835
F 3.534 -0.978 -2.511
H -0.216 0.604 1.109
H 1.072 3.145 -4.120
H 3.131 3.806 -2.825
H 3.727 2.506 -0.759
H -3.995 -2.008 -2.565
H -3.364 -3.035 -4.752
H -0.937 -3.037 -5.443
H 1.788 -5.094 0.173
H 4.089 -5.091 -0.818
H 4.883 -3.053 -2.044
*
```

Summary:
- E_HOMO: -7.9 eV
- Energy above the lowest of the compared OMol25 structures with the same formula, charge and spin: 0.00 kJ/mol
- Electronic energy: -1815.94646 Eh

***

Record 3
Formula: C4H11N3O
Source: OMol25
Level of theory: ωB97M-V/def2-TZVPD

```
! wB97M-V def2-TZVPD RIJCOSX def2/J DEFGRID3
* xyz 0 1
N -1.986 -1.802 0.616
C -1.945 -0.419 0.635
N -1.905 0.127 -0.648
N -1.895 0.342 1.649
H -2.152 -2.336 1.442
H -2.233 -2.255 -0.246
H -2.434 -0.324 -1.377
H -2.084 1.117 -0.576
H -1.835 -0.185 2.515
O 1.262 2.614 0.920
C 1.209 1.529 0.403
C 2.300 0.964 -0.463
C 1.974 -0.450 -0.957
H 0.329 0.881 0.559
H 3.247 0.995 0.076
H 2.460 1.626 -1.318
H 2.062 -1.164 -0.138
H 2.665 -0.763 -1.737
H 0.961 -0.498 -1.354
*
```

Summary:
- E_HOMO: -9.1 eV
- Energy above the lowest of the compared OMol25 structures with the same formula, charge and spin: 107.47 kJ/mol
- Electronic energy: -398.51323 Eh